No. 1
C48H45FN6O3Ta as an isolated structure in a non-equilibrium geometry, computed with the ωB97M-V functional and the def2-TZVPD basis.

Element x y z (Å)
Ta 0.15 0.84 0.08
C 0.58 -0.43 4.57
C 0.67 0.15 3.30
N -0.01 -0.28 2.26
C -0.84 -1.34 2.42
C -1.02 -1.97 3.67
C -0.27 -1.48 4.77
C -1.93 -3.06 3.80
C -2.59 -3.53 2.71
C -2.42 -2.94 1.43
C -3.07 -3.42 0.28
C -2.88 -2.76 -0.92
C -2.07 -1.62 -0.95
N -1.45 -1.15 0.11
C -1.58 -1.81 1.29
H 1.18 -0.03 5.37
H 1.33 0.99 3.13
H -0.38 -1.95 5.74
H -2.07 -3.49 4.78
H -3.27 -4.37 2.80
H -3.70 -4.29 0.35
H -3.37 -3.10 -1.82
H -1.92 -1.08 -1.88
C 3.11 2.42 -3.13
C 2.30 3.06 -4.06
C 0.94 3.13 -3.83
C 0.41 2.59 -2.66
N 1.20 1.97 -1.76
C 2.50 1.88 -2.00
C -1.04 2.63 -2.38
C -1.88 3.51 -3.05
C -3.25 3.46 -2.82
C -3.73 2.52 -1.93
C -2.83 1.70 -1.27
N -1.51 1.75 -1.47
H 4.17 2.35 -3.26
H 2.73 3.48 -4.95
H 0.30 3.59 -4.57
H 3.09 1.37 -1.26
H -1.49 4.25 -3.73
H -3.91 4.13 -3.35
H -4.79 2.43 -1.72
H -3.19 0.95 -0.58
C 5.04 -4.99 0.07
C 4.41 -4.83 -1.31
C 3.80 -6.14 -1.81
C 3.37 -5.97 -3.26
C 2.47 -4.78 -3.39
C 1.60 -4.69 -4.46
C 0.74 -3.60 -4.58
F -0.09 -3.53 -5.61
C 0.70 -2.62 -3.62
C 1.57 -2.69 -2.53
C 1.50 -1.65 -1.52
O 0.63 -0.73 -1.60
C 2.41 -1.80 -0.44
C 3.29 -2.87 -0.41
N 3.36 -3.80 -1.34
C 2.48 -3.76 -2.41
C 2.39 -0.87 0.72
O 2.73 -1.20 1.83
O 1.92 0.33 0.44
H 5.73 -5.83 0.04
H 4.30 -5.20 0.83
H 5.63 -4.12 0.35
H 5.18 -4.51 -2.02
H 2.95 -6.42 -1.19
H 4.54 -6.94 -1.73
H 2.87 -6.86 -3.63
H 4.26 -5.81 -3.89
H 1.59 -5.45 -5.22
H 0.03 -1.78 -3.72
H 3.96 -2.94 0.43
C -4.58 0.52 2.37
C -3.76 1.76 2.17
C -4.26 3.01 2.52
C -3.46 4.14 2.37
C -3.92 5.49 2.80
C -2.17 4.00 1.86
C -1.61 2.76 1.54
C -2.46 1.65 1.71
N -0.29 2.53 1.12
C 0.68 3.61 1.47
C 0.56 4.74 0.42
C 2.13 3.12 1.38
C 0.48 4.10 2.93
H -5.65 0.73 2.27
H -4.42 0.13 3.38
H -4.31 -0.27 1.66
H -5.25 3.10 2.94
H -4.98 5.52 3.01
H -3.68 6.25 2.06
H -3.40 5.77 3.72
H -1.61 4.91 1.77
H -2.09 0.65 1.55
H 0.93 4.38 -0.54
H 1.18 5.57 0.74
H -0.45 5.09 0.27
H 2.39 2.80 0.38
H 2.34 2.32 2.09
H 2.78 3.95 1.64
H 0.03 5.09 3.00
H 1.45 4.16 3.43
H -0.13 3.40 3.48

2S+1: 1
Total charge: +3
F_max in eV/Å: 3.105
HOMO level in eV: -15.6
E in a.u.: -2566.64958
LUMO in eV: -8.90

No. 2
C48H46AuF3N3O4 as an isolated structure in a non-equilibrium geometry, computed with the ωB97M-V functional and the def2-TZVPD basis.

Element x y z (Å)
Au -0.70 -0.23 -0.51
O -4.71 -1.48 -0.56
C -3.91 -0.54 -0.66
O -2.72 -0.70 -0.07
C -4.26 0.78 -1.19
C -5.35 0.87 -2.19
C -5.60 2.07 -2.73
C -4.89 3.23 -2.23
C -5.21 4.49 -2.73
C -4.86 5.61 -1.99
C -4.00 5.48 -0.87
C -3.39 4.22 -0.57
C -3.79 3.06 -1.25
N -3.51 1.82 -0.90
H -5.89 -0.16 -2.32
H -6.40 2.19 -3.54
H -5.84 4.50 -3.65
H -5.21 6.57 -2.25
H -3.78 6.41 -0.33
H -2.76 4.15 0.29
C 0.49 -4.32 -0.33
C -0.97 -4.43 0.20
C -2.01 -4.09 -0.88
C -1.32 -3.74 1.49
C -1.86 -4.53 2.54
C -2.19 -3.87 3.74
C -2.00 -2.45 3.86
C -1.44 -1.70 2.88
C -1.38 -0.14 3.17
C -2.75 0.45 3.18
C -0.75 0.05 4.54
C -1.11 -2.37 1.67
N -0.20 -1.69 0.86
C 1.08 -1.39 1.23
C 1.89 -0.41 0.53
N 1.27 0.39 -0.38
C 2.10 1.19 -1.22
C 2.25 2.58 -1.08
C 2.74 3.33 -2.21
C 3.13 2.70 -3.34
C 3.10 1.29 -3.39
C 2.76 0.49 -2.29
C 2.93 -0.99 -2.44
C 4.40 -1.20 -2.77
C 1.85 -1.61 -3.39
C 1.81 3.32 0.13
C 0.26 3.58 0.15
C 2.05 2.73 1.51
C 3.22 -0.35 1.12
C 4.42 0.31 0.90
C 5.51 -0.09 1.66
C 5.59 -1.08 2.65
C 4.38 -1.79 2.79
C 4.19 -2.85 3.74
C 2.92 -3.39 3.91
C 1.86 -3.01 3.15
C 1.94 -2.04 2.14
C 3.27 -1.44 1.98
H 0.72 -5.20 -0.98
H 1.21 -4.30 0.62
H 0.71 -3.48 -0.95
H -1.33 -5.44 0.48
H -1.96 -3.13 -1.42
H -3.01 -4.17 -0.34
H -2.05 -4.97 -1.59
H -1.97 -5.58 2.42
H -2.57 -4.30 4.65
H -2.43 -2.02 4.79
H -0.75 0.34 2.39
H -3.36 -0.05 3.96
H -3.20 0.43 2.15
H -2.75 1.55 3.47
H -1.44 -0.40 5.27
H -0.58 1.08 4.84
H 0.13 -0.54 4.58
H 2.66 4.43 -2.25
H 3.56 3.33 -4.14
H 3.48 0.80 -4.34
H 2.75 -1.42 -1.48
H 4.71 -2.25 -2.65
H 5.05 -0.70 -2.04
H 4.61 -0.84 -3.79
H 1.59 -0.79 -4.12
H 0.91 -1.97 -2.92
H 2.20 -2.34 -4.08
H 2.35 4.31 0.19
H -0.29 2.73 0.64
H -0.11 3.69 -0.96
H -0.02 4.47 0.71
H 1.21 1.99 1.77
H 2.01 3.55 2.26
H 3.08 2.29 1.59
H 4.51 1.11 0.17
H 6.41 0.49 1.41
H 6.41 -1.15 3.35
H 5.05 -3.23 4.22
H 2.84 -4.21 4.64
H 1.00 -3.69 3.20
F -0.69 1.34 -5.52
C -1.16 1.84 -4.37
F -0.32 2.90 -3.98
F -2.39 2.28 -4.60
C -1.14 0.68 -3.29
O -1.69 -0.32 -3.61
O -0.63 1.07 -2.12

2S+1: 3
Total charge: -1
F_max in eV/Å: 4.689
HOMO level (spin up / spin down) in eV: -3.7 / -5.7
E in a.u.: -2757.18008
LUMO (spin up / spin down) in eV: 1.40 / 1.54

> Number 1 is which compound?

C48H45FN6O3Ta

> What is the F_max in the second record?

4.689 eV/Å

> Which formula does entry 1 have?

C48H45FN6O3Ta